(1)
C5H13N | ωB97M-V/def2-TZVPD

The geometry in XYZ format:
```
19
Properties=species:S:1:pos:R:3:forces:R:3:nbo_charge:R:1
C -0.951558 0.088240 0.066306 0.8 -0.2 0.4 -0.226
C -0.740336 -0.609602 -1.242784 0.3 -0.1 0.0 -0.623
C 1.278982 1.042964 0.921454 -0.2 -0.2 0.0 -0.415
C 0.434927 -1.043156 1.910384 0.0 0.2 -0.2 -0.415
C -0.679322 0.282787 -2.474095 0.0 0.0 0.0 -0.615
N 0.468291 -0.169620 0.728574 -0.3 0.3 0.3 -0.491
H -1.683598 -0.367430 0.736018 0.0 0.1 -0.1 0.200
H -1.080645 1.173445 0.023478 -0.1 0.0 0.1 0.191
H -1.439402 -1.434947 -1.381097 0.0 0.0 0.0 0.189
H 0.610601 -0.759093 -0.335075 -0.5 -0.1 -0.5 0.405
H -0.091961 -1.959130 1.641808 0.0 0.0 0.0 0.219
H 2.290642 0.769833 1.221772 0.0 0.0 0.0 0.206
H 1.318204 1.584724 -0.023069 0.0 0.0 0.0 0.218
H 0.842120 1.690595 1.685426 0.0 0.0 0.0 0.197
H 1.450825 -1.290691 2.218522 0.0 0.0 0.0 0.206
H -0.080975 -0.559003 2.742941 0.0 0.0 0.0 0.196
H -0.386117 -0.295629 -3.354263 0.0 0.0 0.1 0.208
H -1.630642 0.781034 -2.723428 0.1 0.0 0.0 0.172
H 0.069965 1.074677 -2.362875 0.0 0.0 0.0 0.178
```
Positions in Å, forces in eV/Å.

The calculation puts the gap between HOMO and LUMO at 7.34 eV. The calculation puts the largest force on an atom at 0.885 eV/Å. The energy above the lowest of the compared OMol25 structures with the same formula, charge and spin is 3.6257 eV.



(2)
C40H54BrF4N9SSiSr | ωB97M-V/def2-TZVPD

The geometry in XYZ format:
```
111
Properties=species:S:1:pos:R:3:forces:R:3:lowdin_charge:R:1
Sr 0.843551 0.599681 -0.354682 0.5 -0.8 0.3 1.170
C -0.130235 3.929212 0.616513 0.0 -0.1 0.0 -0.093
N -0.105247 3.037454 -0.544078 -0.2 0.4 0.0 -0.362
C -1.452168 2.970739 -1.127974 -0.1 0.1 0.1 -0.080
C 0.871202 3.519205 -1.551200 0.2 -0.2 0.2 -0.184
C 1.506711 2.345931 -2.312564 0.3 0.4 -0.7 -0.327
N 0.614782 1.265886 -2.656081 -0.3 0.1 -0.1 -0.156
C -0.033820 1.265162 -3.828622 0.1 -0.2 -0.1 -0.231
C -0.719661 0.078771 -4.198364 0.0 0.0 0.0 -0.160
F -0.692454 -0.958637 -3.332308 0.0 0.0 0.0 0.028
C -1.385459 -0.074858 -5.387782 0.0 0.0 0.0 -0.230
F -1.984665 -1.253135 -5.641205 0.0 0.0 0.0 0.079
C -1.449636 0.938485 -6.331109 0.0 0.0 0.0 0.042
C -0.810665 2.113223 -5.995510 0.0 0.0 0.0 -0.233
F -0.848857 3.151961 -6.850719 0.0 0.0 0.0 0.079
C -0.133698 2.284418 -4.803472 0.0 0.0 0.0 -0.144
F 0.419070 3.505771 -4.576462 0.0 0.0 0.0 0.056
H -0.910401 3.608262 1.309545 0.0 0.0 0.0 0.086
H -0.339733 4.968257 0.326144 0.0 0.0 0.0 0.097
H 0.830007 3.891116 1.131204 0.0 0.0 0.0 0.056
H -1.817249 3.971881 -1.396147 0.0 0.0 0.0 0.099
H -2.141571 2.533353 -0.401440 0.0 0.0 0.0 0.080
H -1.449300 2.356967 -2.023359 0.0 0.0 0.0 0.075
H 1.664815 4.051258 -1.021703 0.0 0.0 0.0 0.102
H 0.406317 4.226324 -2.245287 -0.1 0.0 0.0 0.120
H 2.339888 1.921463 -1.724722 -0.1 0.3 0.1 0.020
H 2.042289 2.748687 -3.175850 0.0 0.1 0.0 0.112
H -1.974820 0.819320 -7.265581 0.0 0.0 0.0 0.127
C 1.335709 -3.520107 -2.319202 0.0 0.0 0.0 -0.046
C 1.719488 -3.421443 -3.642055 0.0 0.1 0.0 -0.043
C 2.367179 -2.266531 -4.057100 0.0 -0.1 0.0 -0.005
C 2.585610 -1.241927 -3.148707 0.0 0.1 0.0 -0.225
N 2.185245 -1.317194 -1.872334 -0.1 -0.2 0.0 0.067
C 1.596215 -2.446264 -1.482060 0.0 0.0 0.1 -0.169
C 3.318722 -0.016866 -3.572815 0.0 0.0 0.0 -0.243
C 3.134984 0.523440 -4.844297 0.0 0.0 0.0 -0.022
C 3.870670 1.638340 -5.203056 0.0 0.0 0.0 -0.059
C 4.769879 2.168405 -4.289571 0.0 0.0 0.0 -0.065
C 4.876142 1.565304 -3.045972 0.0 0.0 0.0 -0.137
N 4.167153 0.498868 -2.684814 0.0 0.0 0.0 0.129
H 0.845074 -4.400858 -1.926982 0.0 0.0 0.0 0.108
H 1.534789 -4.227621 -4.339643 0.0 0.0 0.0 0.112
H 2.723688 -2.165480 -5.072773 0.0 0.0 0.0 0.115
H 1.319308 -2.497288 -0.434842 0.0 0.0 0.0 0.053
H 2.402065 0.098776 -5.517800 0.0 0.0 0.0 0.116
H 3.736150 2.092848 -6.176256 0.0 0.0 0.0 0.112
H 5.368838 3.036508 -4.528913 0.0 0.0 0.0 0.102
H 5.554430 1.956249 -2.295320 0.0 0.0 0.0 0.108
N 1.605168 -1.009805 1.489480 0.0 0.0 0.0 0.028
C 2.458441 -1.332254 2.206154 0.0 -0.3 0.1 -0.216
C 3.444062 -1.703804 3.116401 -0.1 0.3 -0.1 -0.271
C 3.770874 -0.737866 4.085218 0.1 0.0 0.2 -0.226
N 3.986456 0.089514 4.867326 0.0 0.0 -0.1 0.127
C 4.098458 -2.951879 3.026723 0.1 0.0 0.0 -0.248
N 4.632985 -3.971182 2.953833 0.0 0.0 0.0 0.121
S 3.409620 1.929307 0.912103 0.0 0.1 0.0 0.610
C 3.492068 3.066251 2.181552 -0.1 0.0 -0.2 -0.821
N 3.772010 2.704074 3.423306 0.0 0.1 0.1 0.030
C 3.934471 3.623917 4.540471 0.0 0.0 0.0 -0.162
C 3.122877 4.881543 4.290186 0.0 0.0 0.0 -0.164
C 3.472768 5.432714 2.918597 0.0 0.0 0.0 -0.171
N 3.302011 4.377273 1.929099 0.1 0.0 0.0 -0.001
H 3.882115 1.719002 3.628028 0.0 -0.1 0.0 0.059
H 4.992169 3.872710 4.668906 0.0 0.0 0.0 0.127
H 3.608121 3.101626 5.438116 0.0 0.0 0.0 0.121
H 3.334381 5.625461 5.057162 0.0 0.0 0.0 0.118
H 2.056950 4.647147 4.329253 0.0 0.0 0.0 0.121
H 4.502829 5.803145 2.912887 0.0 0.0 0.0 0.123
H 2.818280 6.261761 2.649956 0.0 0.0 0.0 0.120
H 3.232758 4.611784 0.953704 0.0 0.0 0.0 0.111
C -1.346223 -1.007355 3.477057 0.0 0.0 0.0 -0.097
C -2.732153 -0.911520 2.814940 0.1 0.0 0.0 -0.618
C -3.799821 -1.145202 3.894574 -0.1 0.0 0.0 -0.085
C -2.866707 0.536209 2.313519 0.1 -0.1 0.0 -0.117
Si -2.872435 -2.227266 1.418540 -0.1 0.1 0.0 0.528
Br -1.696063 -1.305310 -0.331288 -0.1 -0.1 -0.1 0.561
C -4.630192 -2.432682 0.664163 0.0 0.0 0.0 -0.630
C -4.618047 -2.997417 -0.767190 0.0 0.0 0.0 -0.113
C -5.479335 -3.369542 1.537784 0.0 -0.1 0.0 -0.090
C -5.345224 -1.076387 0.587423 0.0 0.1 0.0 -0.103
C -2.000341 -3.885051 1.808982 -0.1 0.0 0.0 -0.619
C -2.268116 -4.891678 0.678569 0.0 0.0 -0.1 -0.100
C -2.555788 -4.479949 3.115033 0.0 0.0 0.0 -0.081
C -0.477254 -3.751945 1.939895 0.0 0.0 0.0 -0.103
H -1.237266 -0.179229 4.184670 0.0 0.0 0.0 0.092
H -0.530442 -0.934900 2.753904 0.0 0.0 0.0 0.043
H -1.216221 -1.929842 4.041244 0.0 0.0 0.0 0.070
H -3.634662 -0.439521 4.714930 0.0 0.0 0.0 0.091
H -3.753067 -2.149044 4.316645 0.0 0.0 0.0 0.071
H -4.813642 -0.979668 3.522009 0.1 0.0 0.0 0.066
H -2.705754 1.210681 3.160645 0.0 0.0 0.0 0.089
H -3.842283 0.762792 1.896991 -0.1 0.0 -0.1 0.065
H -2.118306 0.773857 1.554532 0.0 0.0 0.0 0.025
H -4.193794 -3.995592 -0.834240 0.0 0.0 0.0 0.059
H -4.074660 -2.351888 -1.457106 0.0 0.0 0.0 0.049
H -5.652632 -3.058060 -1.119028 0.0 0.0 0.0 0.088
H -5.105599 -4.395091 1.520409 0.0 0.0 0.0 0.065
H -6.502117 -3.390704 1.148938 0.0 0.0 0.0 0.090
H -5.533282 -3.046635 2.579179 0.0 0.0 0.0 0.072
H -4.770394 -0.346554 0.012984 0.0 0.0 0.0 0.074
H -5.562872 -0.655604 1.569055 0.0 0.0 0.0 0.064
H -6.302483 -1.216132 0.075813 0.0 0.0 0.0 0.089
H -3.318202 -5.176134 0.606947 0.0 0.0 0.0 0.062
H -1.697187 -5.803257 0.877617 0.0 0.0 0.0 0.090
H -1.948272 -4.505526 -0.293545 0.0 0.0 0.0 0.074
H -3.640466 -4.599769 3.098859 0.0 0.0 0.0 0.065
H -2.291643 -3.880148 3.986533 0.0 0.0 0.0 0.068
H -2.120577 -5.472997 3.264197 0.0 0.0 0.0 0.093
H -0.038097 -3.256301 1.073707 0.0 0.0 0.0 0.026
H -0.042829 -4.753544 2.007843 0.0 0.0 0.0 0.095
H -0.165805 -3.199882 2.823182 0.0 0.0 0.0 0.061
```
Positions in Å, forces in eV/Å.

The calculation puts the gap between HOMO and LUMO at 7.14 eV. The calculation puts the largest force on an atom at 0.958 eV/Å. The energy above the lowest of the compared OMol25 structures with the same formula, charge and spin is 1.2014 eV.



(3)
C2H4OS | ωB97M-V/def2-TZVPD

The geometry in XYZ format:
```
8
Properties=species:S:1:pos:R:3:forces:R:3:nbo_charge:R:1
C -1.871911 -0.055708 -1.035058 1.0 -0.9 -0.5 -0.296
C 0.022187 -0.351934 0.236083 2.5 2.9 0.6 0.060
H -2.574199 -1.044726 -0.692644 2.5 2.5 -1.4 0.227
H -0.627322 -0.195013 -2.018371 -4.2 0.1 2.5 0.198
H -2.617885 0.760482 -1.464307 2.1 -1.4 1.4 0.231
H 0.082361 -1.247938 -0.210222 -1.4 -3.7 -1.3 0.155
O -1.081924 0.364917 0.242426 -1.6 -0.2 -2.1 -0.523
S 1.593173 0.078357 0.452499 -0.9 0.7 0.8 -0.051
```
Positions in Å, forces in eV/Å.

The calculation puts the gap between HOMO and LUMO at 8.71 eV. The calculation puts the largest force on an atom at 4.922 eV/Å. The energy above the lowest of the compared OMol25 structures with the same formula, charge and spin is 4.5492 eV.